a | {"formula": "C2H13NO4", "method": "the ωB97M-V functional and the def2-TZVPD basis", "symbols": ["C", "C", "N", "H", "H", "H", "H", "H", "H", "H", "O", "H", "H", "O", "H", "H", "O", "H", "H", "O"], "xyz": [[-0.129, 0.365, -1.046], [-2.272, 1.066, -0.497], [-1.065, 1.415, -0.646], [0.872, 0.773, -0.944], [-0.259, -0.057, -2.047], [-0.258, -0.469, -0.355], [-2.964, 1.618, 0.134], [-2.589, 0.077, -0.850], [2.026, -2.248, 0.049], [1.142, -2.173, 1.221], [1.286, -2.722, 0.440], [2.636, 0.087, 2.004], [2.389, 0.586, 0.500], [2.600, -0.149, 1.078], [-2.440, -2.875, 0.266], [-0.863, -2.645, 0.110], [-1.707, -2.765, -0.339], [-0.045, 2.821, 0.172], [0.821, 4.116, 0.283], [0.817, 3.180, 0.467]], "gap_ev": 10.7, "smiles": "C=NC.O.O.O.O", "e_lumo_ha": 0.0228, "homo_ha": -0.370}

***

b | {"formula": "C2H13NO4", "method": "the ωB97M-V functional and the def2-TZVPD basis", "symbols": ["C", "O", "C", "N", "H", "H", "H", "H", "H", "H", "H", "H", "H", "O", "H", "H", "O", "H", "H", "O"], "xyz": [[-1.813, -0.850, 0.255], [-2.039, -2.177, -0.105], [-1.122, -0.219, -1.021], [-1.240, 1.225, -0.962], [-1.060, -0.854, 1.043], [-2.675, -0.275, 0.536], [-1.441, -2.267, -0.853], [-1.796, -0.662, -1.885], [-0.095, -0.671, -1.092], [-2.070, 1.678, -0.540], [-0.869, 1.709, -1.747], [1.969, -2.678, 1.791], [1.543, -1.285, 1.490], [1.719, -2.131, 1.031], [1.519, 2.038, 1.938], [0.650, 1.343, 0.895], [1.081, 1.173, 1.776], [2.147, 1.110, -1.174], [3.087, 1.804, -0.307], [2.507, 1.989, -1.069]], "gap_ev": 9.9, "smiles": "NCCO.O.O.O", "e_lumo_ha": 0.0176, "homo_ha": -0.346}

***

c | {"formula": "C2H13NO4", "method": "the ωB97M-V functional and the def2-TZVPD basis", "symbols": ["C", "C", "N", "H", "H", "H", "H", "H", "H", "H", "O", "H", "H", "O", "H", "H", "O", "H", "H", "O"], "xyz": [[1.406, 0.646, 1.165], [1.630, 1.950, 1.437], [0.477, 2.887, 1.584], [0.399, 0.454, 0.851], [2.143, -0.165, 1.062], [2.611, 2.511, 1.638], [0.447, 3.378, 0.634], [0.729, 3.424, 2.459], [0.107, -4.487, -1.887], [-1.228, -5.170, -2.282], [-0.467, -5.243, -1.813], [-1.662, 1.506, -0.386], [-1.876, 0.760, -1.775], [-1.393, 1.305, -1.260], [-1.136, 2.355, 1.799], [-1.908, 1.687, 2.927], [-2.019, 1.875, 1.918], [1.780, -2.682, -2.796], [1.236, -2.413, -1.346], [0.980, -2.554, -2.294]], "gap_ev": 10.5, "smiles": "C=CN.O.O.O.O", "e_lumo_ha": 0.0184, "homo_ha": -0.367}

***

Going by the energies, a is most stable and the next is 0.119 eV up.

***

a | {"formula": "C5H9N3", "method": "the ωB97M-V functional and the def2-TZVPD basis", "symbols": ["C", "C", "C", "N", "C", "C", "N", "N", "H", "H", "H", "H", "H", "H", "H", "H", "H"], "xyz": [[0.102, -1.668, -0.039], [-0.086, 0.989, 0.044], [-0.001, -0.234, 0.008], [-0.184, 2.315, 0.025], [-2.970, -0.344, -0.233], [3.012, 0.144, 0.099], [-2.310, 0.674, 0.035], [2.166, 1.040, 0.250], [-1.092, 2.660, 0.305], [0.643, 2.787, 0.364], [-0.472, -2.084, -0.873], [-0.212, -2.146, 0.892], [1.151, -1.941, -0.220], [-2.562, -1.340, -0.482], [-4.074, -0.302, -0.234], [2.801, -0.917, -0.143], [4.089, 0.366, 0.203]], "gap_ev": [8.1, 8.2], "e_lumo_ha": [0.0144, 0.0168], "homo_ha": [-0.284, -0.286]}

***

b | {"formula": "C5H9N3", "method": "the ωB97M-V functional and the def2-TZVPD basis", "symbols": ["C", "C", "N", "N", "H", "H", "H", "H", "H", "H", "C", "C", "C", "N", "H", "H", "H"], "xyz": [[0.053, 0.351, 1.616], [0.308, 0.869, 0.218], [1.586, 0.383, -0.361], [-0.023, 2.054, -0.217], [1.865, 1.048, -1.084], [2.356, 0.192, 0.281], [-0.855, 2.391, 0.267], [0.226, -0.726, 1.674], [0.743, 0.831, 2.315], [-0.980, 0.557, 1.896], [-0.723, -0.531, -1.048], [-1.723, -1.255, -0.518], [0.916, -1.108, -1.154], [1.504, -2.085, -1.429], [-0.937, 0.083, -1.921], [-2.736, -1.185, -0.899], [-1.580, -1.869, 0.365]], "gap_ev": 7.8, "e_lumo_ha": -0.0157, "homo_ha": -0.302}

***

c | {"formula": "C5H9N3", "method": "the ωB97M-V functional and the def2-TZVPD basis", "symbols": ["C", "C", "C", "C", "C", "H", "H", "H", "H", "H", "H", "H", "H", "H", "N", "N", "N"], "xyz": [[-0.843, -0.254, 1.158], [-1.385, 0.335, -0.856], [0.004, 0.048, -0.158], [1.041, 1.099, -0.049], [2.163, -0.762, -0.026], [-0.416, -1.133, 1.700], [-0.996, 0.693, 1.801], [-2.947, -0.323, 0.486], [-1.573, 1.456, -0.726], [-1.550, 0.064, -1.900], [0.718, 1.869, 0.583], [1.189, 1.407, -1.144], [3.031, -1.389, -0.368], [0.435, -2.006, -0.662], [-1.956, -0.483, 0.193], [2.269, 0.427, 0.458], [0.815, -1.051, -0.492]], "gap_ev": 9.4, "smiles": "C1=NCC2(CNC2)N1", "e_lumo_ha": 0.0367, "homo_ha": -0.310}

***

d | {"formula": "C5H9N3", "method": "the ωB97M-V functional and the def2-TZVPD basis", "symbols": ["C", "C", "C", "C", "C", "H", "H", "H", "H", "H", "H", "H", "H", "H", "N", "N", "N"], "xyz": [[-1.727, -0.269, 0.743], [-0.804, -0.432, -0.614], [1.152, 1.180, 0.569], [1.541, -0.196, 0.589], [0.520, -1.020, -0.208], [-1.061, -0.169, 1.566], [-2.215, -1.226, 0.894], [-2.528, 0.373, 0.557], [-1.145, -1.110, -1.445], [-1.259, 1.540, -1.533], [1.762, 1.885, 1.093], [2.145, -0.731, 1.378], [1.553, 0.131, -1.483], [0.618, -2.007, -0.063], [-0.541, 0.976, -1.053], [0.271, 1.730, -0.144], [1.718, -0.655, -0.846]], "gap_ev": 9.4, "smiles": "C[C@H]1NN=C[C@@H]2N[C@@H]21", "e_lumo_ha": 0.0390, "homo_ha": -0.305}

***

Going by the energies, c is most stable and the next is 1.013 eV up.

***

a | {"formula": "C5H9N3", "method": "the ωB97M-V functional and the def2-TZVPD basis", "symbols": ["C", "C", "C", "C", "C", "H", "H", "H", "H", "H", "H", "H", "H", "H", "N", "N", "N"], "xyz": [[-0.920, 1.565, -0.501], [0.158, -1.519, -0.430], [0.530, -1.176, 1.044], [1.433, 0.055, 1.115], [0.104, 0.731, 0.390], [-0.484, 2.383, -1.219], [-1.631, 2.172, 0.104], [-1.174, 0.743, -2.458], [0.648, -2.383, -0.624], [0.870, -1.945, 1.819], [2.335, 0.534, 0.551], [1.379, 0.251, 2.084], [0.502, 0.154, -0.501], [-1.410, -0.675, 0.347], [-1.207, 0.334, -1.376], [-0.423, -0.860, -1.511], [-0.709, -0.364, 1.167]], "gap_ev": 9.0, "smiles": "C1=NNC[C@@H]2C[C@H]1N2", "e_lumo_ha": 0.0313, "homo_ha": -0.301}

***

b | {"formula": "C5H9N3", "method": "the ωB97M-V functional and the def2-TZVPD basis", "symbols": ["C", "C", "N", "C", "C", "N", "C", "N", "H", "H", "H", "H", "H", "H", "H", "H", "H"], "xyz": [[-1.433, 2.476, -2.575], [-0.171, -3.520, 2.102], [-1.129, 2.707, -1.175], [0.638, -2.424, 1.600], [1.269, -1.467, 1.212], [2.279, -0.705, 0.735], [-0.115, 2.087, -0.586], [0.858, 1.775, -0.050], [-1.318, 3.649, -0.857], [1.929, 0.127, 0.270], [2.972, -0.452, 1.429], [-2.499, 2.632, -2.739], [-1.189, 1.446, -2.831], [-0.901, 3.137, -3.268], [0.320, -4.064, 2.911], [-0.391, -4.249, 1.320], [-1.120, -3.156, 2.502]], "gap_ev": 8.1, "smiles": "CC#CN.CNC#N", "e_lumo_ha": 0.0190, "homo_ha": -0.280}

***

Going by the energies, b is most stable and the next is 7.076 eV up.

***

a | {"formula": "C5H9N3", "method": "the ωB97M-V functional and the def2-TZVPD basis", "symbols": ["C", "C", "C", "C", "C", "H", "H", "H", "H", "H", "H", "H", "H", "H", "N", "N", "N"], "xyz": [[-0.409, -0.090, -2.364], [-0.465, 0.224, 0.068], [1.193, 1.318, 1.178], [1.076, 0.184, 1.815], [0.056, -0.561, 1.109], [0.377, -0.830, -2.235], [0.227, 0.773, -2.797], [-0.928, -0.486, -3.309], [-2.155, 0.380, -0.999], [-0.053, 2.128, -0.390], [1.677, 2.096, 1.687], [1.577, -0.126, 2.647], [-0.262, -2.127, 2.373], [-1.013, -2.229, 0.878], [-1.265, -0.066, -1.115], [0.448, 1.309, 0.052], [-0.082, -1.896, 1.402]], "gap_ev": 8.4, "smiles": "CNc1[nH]ccc1N", "e_lumo_ha": 0.0366, "homo_ha": -0.274}

***

b | {"formula": "C5H9N3", "method": "the ωB97M-V functional and the def2-TZVPD basis", "symbols": ["C", "C", "C", "N", "C", "C", "N", "N", "H", "H", "H", "H", "H", "H", "H", "H", "H"], "xyz": [[0.189, 0.692, -0.436], [-1.459, 0.761, -0.490], [0.643, -0.170, 0.668], [-2.175, -0.356, -0.804], [3.010, -0.306, 0.167], [0.055, -1.107, 1.405], [2.115, 0.191, 0.936], [-2.016, 1.887, -0.232], [-3.118, -0.238, -1.154], [-1.676, -1.145, -1.197], [-3.036, 1.816, -0.262], [0.510, 0.315, -1.409], [0.499, 1.732, -0.297], [2.729, -0.975, -0.672], [4.076, -0.071, 0.326], [-1.012, -1.282, 1.411], [0.667, -1.742, 2.041]], "gap_ev": 10.0, "smiles": "[H]/N=C(\\N)CC(=C)N=C", "e_lumo_ha": 0.0301, "homo_ha": -0.339}

***

Going by the energies, b is most stable and the next is 0.367 eV up.

***

a | {"formula": "C5H9N3", "method": "the ωB97M-V functional and the def2-TZVPD basis", "symbols": ["C", "C", "C", "C", "C", "H", "H", "H", "H", "H", "H", "H", "H", "H", "N", "N", "N"], "xyz": [[1.830, 0.323, -0.571], [0.799, -0.048, 0.433], [0.530, -1.595, 0.361], [-0.731, -1.820, 0.057], [-1.420, -0.463, -0.142], [1.327, 0.124, -1.583], [2.832, -0.215, -0.629], [2.116, 1.381, -0.414], [0.948, 0.297, 1.472], [1.294, -2.284, 0.412], [-1.210, -2.744, -0.033], [-2.924, 0.605, -0.304], [-0.450, 2.577, -0.191], [-0.867, 1.951, 1.270], [-2.661, -0.366, -0.359], [-0.470, 0.492, -0.053], [-0.942, 1.785, 0.275]], "gap_ev": 9.5, "smiles": "[H]/N=C1/C=C[C@@H](C)N1N", "e_lumo_ha": 0.0290, "homo_ha": -0.322}

***

b | {"formula": "C5H9N3", "method": "the ωB97M-V functional and the def2-TZVPD basis", "symbols": ["C", "C", "C", "C", "C", "H", "H", "H", "H", "H", "H", "H", "H", "H", "N", "N", "N"], "xyz": [[-0.076, 1.929, -0.552], [-0.373, 0.756, 0.407], [-1.842, 0.391, 0.474], [-1.940, -0.852, -0.008], [0.157, -0.548, -0.095], [-0.607, 2.820, -0.213], [-0.444, 1.704, -1.565], [1.013, 2.149, -0.580], [0.116, 0.965, 1.369], [-2.633, 1.058, 0.794], [-2.838, -1.433, -0.123], [1.710, -1.739, -0.465], [3.132, 0.305, -0.191], [2.769, -0.500, 1.231], [-0.722, -1.464, -0.323], [1.504, -0.758, -0.326], [2.393, 0.023, 0.419]], "gap_ev": 8.9, "smiles": "C[C@H]1C=CN=C1NN", "e_lumo_ha": 0.0341, "homo_ha": -0.293}

***

c | {"formula": "C5H9N3", "method": "the ωB97M-V functional and the def2-TZVPD basis", "symbols": ["C", "C", "C", "N", "C", "N", "C", "N", "H", "H", "H", "H", "H", "H", "H", "H", "H"], "xyz": [[0.847, -1.577, 0.648], [-0.043, 1.771, -0.331], [-1.528, -0.160, -0.743], [-0.225, 0.306, -0.223], [0.238, -0.311, 1.056], [0.565, 0.483, 2.008], [1.145, -0.850, -0.977], [1.699, -0.960, -1.998], [1.152, 0.014, 2.697], [0.116, -2.311, 0.313], [1.632, -1.938, 1.308], [-0.568, 2.173, -1.199], [1.019, 2.000, -0.419], [-0.452, 2.264, 0.551], [-1.416, -1.126, -1.236], [-1.929, 0.494, -1.519], [-2.252, -0.271, 0.065]], "gap_ev": 8.8, "e_lumo_ha": 0.0127, "homo_ha": -0.312}

***

d | {"formula": "C5H9N3", "method": "the ωB97M-V functional and the def2-TZVPD basis", "symbols": ["C", "C", "C", "C", "C", "H", "H", "H", "H", "H", "H", "H", "H", "H", "N", "N", "N"], "xyz": [[2.096, 0.257, -0.292], [0.864, 0.981, 0.320], [-0.554, 0.389, -0.281], [-1.802, 1.149, -0.064], [-2.668, -0.045, 0.175], [0.976, -1.455, 0.065], [2.893, -1.581, 0.037], [3.071, 0.617, -0.177], [2.011, -0.068, -1.461], [0.917, 2.253, 0.106], [0.823, 0.862, 1.547], [-1.937, 2.167, -0.032], [-3.747, -0.024, 0.129], [-2.422, -2.180, -0.385], [2.037, -1.077, 0.345], [-1.927, -1.301, 0.078], [-0.630, -0.945, -0.108]], "gap_ev": 8.7, "smiles": "NCCc1cc[nH]n1", "e_lumo_ha": 0.0260, "homo_ha": -0.294}

***

Going by the energies, b is most stable and the next is 0.501 eV up.